The following is a quantum chemistry calculation of a molecular structure, C26H33BeBr4ClFIMgN7O11, from OMol25.

The geometry in XYZ format:
```
86
Properties=species:S:1:pos:R:3:forces:R:3:mulliken_charge:R:1
C -1.13645 0.28551 4.87810 0.3012 0.1618 0.2530 -1.109
C -1.66614 -1.11663 4.70640 -0.6341 0.4235 0.2050 0.357
O -1.86618 -1.47435 3.33702 0.0042 -0.2808 0.0851 -0.388
C -0.72594 -2.01666 2.71238 0.0267 0.0804 -0.0898 -0.895
C -0.49276 -1.20980 1.46806 0.2452 -0.2862 0.2667 0.617
C -1.38972 -1.41687 0.34714 -0.0739 0.1982 -0.1300 -0.648
N -1.31678 -0.75619 -0.75212 0.0518 -0.0215 0.0097 -0.295
C -0.31692 0.20027 -0.82202 0.1141 -0.0609 0.0277 -0.106
C -0.21432 0.96804 -1.96009 -0.0333 0.1663 0.0651 0.394
C -1.17714 0.79789 -3.08255 -1.0745 -0.2268 0.1049 -0.445
C -0.59623 -0.03502 -4.18000 2.0801 0.8420 1.3203 -0.071
O 0.51332 -0.38362 -4.23500 -0.5373 -0.1184 -1.1905 -0.188
I -1.99468 -0.61131 -5.97090 -0.6124 1.2564 -0.2353 0.441
C 0.82374 1.95915 -2.06240 0.2242 0.1854 -0.3635 0.176
N 1.03842 2.74726 -3.08796 -0.9807 -0.8744 0.4159 -0.112
C 1.71060 2.11126 -0.92964 0.6682 -1.1325 -0.0836 -0.862
C 1.59244 1.33287 0.19863 0.1540 -0.1385 0.0789 -1.179
C 0.59010 0.37149 0.27994 0.1894 0.3722 -0.0126 0.350
N 0.47889 -0.35721 1.43853 -0.2667 0.0276 -0.3522 -0.477
H -0.27730 0.49354 4.24149 0.0261 -0.0302 -0.1444 0.254
H -0.80640 0.40074 5.90562 0.0251 0.0481 0.0865 0.357
H -1.90784 1.03322 4.71458 -0.0577 0.0193 -0.2999 0.325
H -1.06858 -1.84441 5.24871 0.2842 -0.1411 -0.3030 -0.202
H -2.65252 -1.14360 5.16901 -0.1449 -0.1688 -0.0962 0.284
H 0.17062 -1.96712 3.32821 0.0198 0.1009 0.1352 0.414
H -0.90542 -3.06451 2.45466 -0.0361 -0.0864 -0.0182 0.434
H -2.16710 -2.16520 0.43867 -0.0674 -0.0625 0.0250 0.524
H -1.44233 1.75906 -3.54650 -0.2413 0.0324 -0.0739 0.686
H -2.09074 0.35300 -2.69915 -0.0492 -0.1062 -0.1048 0.833
H 1.62809 3.78709 -2.67905 -0.3286 1.9062 -0.4727 0.369
H 0.18630 3.00985 -3.63149 0.3669 -0.4190 -0.5474 0.137
H 2.41448 2.91981 -0.97026 -0.5826 1.0147 0.6283 1.214
H 2.23894 1.48400 1.05004 0.0208 -0.0621 0.0975 0.552
O -1.30442 2.92347 -4.71617 0.2291 0.0489 -0.1800 -1.128
Cl -1.64356 4.08788 -5.61789 0.0311 -0.5109 -0.0538 1.833
O -1.13310 5.25465 -4.99544 0.0747 0.0685 0.1167 -0.588
O -3.06510 4.08775 -5.74789 -0.0354 0.0172 0.0444 -0.629
O -1.00593 3.82183 -6.86989 -0.0066 0.0214 -0.0511 -0.698
Mg 4.07333 2.66977 -2.17945 -0.5215 0.0797 -0.2473 0.918
C 3.68212 -0.34270 -5.59193 -0.0720 -0.0204 0.0961 -0.913
C 3.95822 -1.22423 -6.80490 -0.0281 0.0828 0.1499 -0.551
C 5.10189 -0.67720 -7.66785 -0.1434 -0.2020 0.0461 -0.321
C 4.78862 0.65702 -8.16475 -0.0197 -0.8284 0.1756 0.152
N 4.50208 1.69829 -8.53618 -0.2598 0.8209 -0.2647 -0.386
H 3.36377 0.65781 -5.89307 0.0340 0.0065 -0.0405 0.426
H 2.88967 -0.76852 -4.97667 0.0486 -0.0219 0.0014 0.141
H 4.57972 -0.24988 -4.97388 0.0206 0.0014 -0.0060 0.299
H 3.05165 -1.30974 -7.40579 0.0295 -0.0035 -0.0662 0.298
H 4.21851 -2.23106 -6.47677 0.0575 -0.0088 -0.0447 0.332
H 5.29194 -1.32781 -8.52174 0.0465 0.0112 -0.0076 0.288
H 6.02504 -0.61277 -7.08546 0.0312 0.0114 -0.0427 0.282
F 1.71534 4.83907 -2.39647 1.1392 -0.8109 0.3860 -0.604
Be 7.32676 1.94580 -8.14868 0.3068 0.1438 0.0449 -0.023
C 2.16781 -3.79809 7.65311 0.0131 0.0193 -0.0348 -0.531
C 1.14819 -3.10561 7.15801 0.0156 0.0236 0.0154 0.089
C 0.68720 -1.85025 7.79688 -0.1022 -0.1081 0.1042 0.451
O -0.24666 -1.21699 7.33772 0.1345 -0.1727 0.1961 -0.505
C 1.40213 -1.39372 9.00962 0.0051 0.0440 -0.0008 -0.399
C 2.42267 -2.08391 9.50913 -0.0088 0.0074 -0.0193 -0.460
C 2.88861 -3.34173 8.87016 -0.0605 -0.0047 0.0069 0.259
O 3.81908 -3.97065 9.31936 0.0497 -0.0080 0.0044 -0.542
H 2.52078 -4.71812 7.20558 0.0115 -0.0143 0.0348 0.413
H 0.60877 -3.42438 6.27464 -0.0365 -0.0118 0.0258 0.332
H 1.04476 -0.47594 9.45844 -0.0307 -0.0062 -0.0075 0.431
H 2.95921 -1.77036 10.39516 0.0109 -0.0296 0.0076 0.418
C -5.21270 7.75661 -4.92009 -0.0535 0.0904 0.1267 -0.718
N -3.72586 7.65474 -4.93471 -0.1217 0.0009 0.0289 0.850
O -3.10889 8.33415 -4.13879 0.0587 0.0403 0.0483 -0.542
O -3.24655 6.89529 -5.74051 -0.0656 0.2456 -0.1781 -0.444
H -5.50023 8.46588 -4.15382 0.0337 0.0169 0.0174 0.297
H -5.52385 8.09035 -5.90465 0.0012 -0.0770 -0.0410 0.280
H -5.60115 6.76519 -4.70970 0.0094 -0.0359 -0.0888 0.265
Br -3.97614 -0.07403 -4.62819 -0.0274 -0.1150 -0.4663 -0.067
C -1.08315 -4.68706 -3.85690 -0.0328 -0.0441 0.0990 -0.421
Br -0.06094 -5.20654 -5.38901 0.0341 -0.0091 -0.0323 -0.012
Br -0.40472 -5.44545 -2.23385 0.0222 0.0173 0.0109 -0.022
Br -1.19298 -2.75065 -3.74307 0.0191 -1.5499 0.8207 0.267
H -2.09007 -5.05333 -3.99237 -0.0430 0.0395 0.0002 0.403
C -2.53834 -3.80792 8.85550 -0.1055 0.0709 0.0194 0.588
O -1.36642 -3.94888 9.16251 0.1315 0.0436 -0.0814 -0.591
N -2.92299 -3.11842 7.73697 0.0385 -0.1171 -0.0396 -0.296
N -3.55576 -4.32276 9.60789 0.0435 -0.0075 -0.0300 -0.414
H -3.87941 -2.98806 7.46922 -0.0198 0.0004 0.0356 0.162
H -2.19602 -2.71243 7.17663 0.0223 0.1139 0.0748 0.193
H -3.30258 -4.83034 10.43443 0.0145 -0.0058 0.0136 0.245
H -4.52480 -4.21756 9.37745 -0.0048 0.0168 -0.0136 0.148
```
Forces are in eV/Å.

**HOMO-LUMO gap**: 2.352 eV
**Total charge**: +1
**Strongest force on any atom**: 2.6 eV Å⁻¹

The following is a quantum chemistry calculation of a molecular structure, C26H33F5N3PPdSSi, from OMol25.

The geometry in XYZ format:
```
71
Properties=species:S:1:pos:R:3:forces:R:3:mulliken_charge:R:1
Pd 0.41186 0.01849 -0.35794 -0.6175 0.7653 -0.3668 -0.172
C -1.75514 4.70233 1.86372 0.0060 -0.0011 -0.0359 -0.790
N -1.18096 4.16597 0.56102 0.0013 -0.0437 0.0046 0.071
C 0.25209 4.71563 0.39049 -0.0637 0.0110 -0.0116 -0.754
N 1.04265 4.41872 1.53082 0.0301 -0.0319 -0.0014 0.148
C 0.42035 4.91549 2.74761 -0.0095 -0.0153 0.0312 -0.922
N -0.91961 4.36675 2.96405 -0.0082 -0.0068 -0.0011 0.138
C -0.88510 2.91691 3.23116 -0.0958 0.0340 0.0050 -0.997
P -0.14121 1.90137 1.85433 0.2938 -0.0761 0.0773 0.467
C -1.20481 2.66122 0.54490 -0.0535 0.0480 -0.1582 -0.865
C 1.35385 2.98324 1.61806 -0.0582 0.0927 0.0603 0.010
H -2.75219 4.27575 1.97250 0.0013 0.0001 0.0166 0.376
H -1.81879 5.78583 1.75076 -0.0097 0.0021 0.0062 0.364
H -1.74110 4.49933 -0.22294 -0.0005 0.0430 0.0118 0.354
H 0.13346 5.79331 0.26532 0.0100 0.0000 -0.0041 0.375
H 0.65282 4.24743 -0.51154 0.0293 -0.0134 0.0246 0.309
H 0.34373 6.00395 2.69392 -0.0041 -0.0010 -0.0162 0.317
H 1.04674 4.64932 3.59753 0.0060 0.0232 0.0013 0.388
H -1.90590 2.56746 3.40533 0.0069 0.0155 0.0346 0.390
H -0.33055 2.74934 4.15526 0.0291 0.0004 -0.0138 0.428
H -2.23753 2.33322 0.68002 0.0101 -0.0197 0.0098 0.525
H -0.86908 2.33450 -0.43821 0.0011 -0.0018 0.0065 0.521
H 1.85790 2.67203 0.70512 0.0118 -0.0221 -0.0317 -0.447
H 2.03897 2.81808 2.45209 -0.0178 0.0119 0.0188 0.578
C -4.00322 -3.08174 -0.22531 0.0150 -0.0132 -0.0137 -1.727
C -3.68274 -1.97259 0.78499 0.0879 -0.0014 0.0176 2.303
C -4.79899 -0.92074 0.75515 -0.0301 -0.0174 -0.0012 -1.657
C -3.58822 -2.57826 2.19145 -0.0187 -0.0148 0.0066 -1.518
C -2.39839 -1.33928 0.43132 -0.1507 0.3392 -0.0989 0.294
C -1.38193 -0.75573 0.09996 0.6897 -0.5926 0.1636 -1.339
H -4.94780 -3.56732 0.03234 -0.0040 0.0006 -0.0025 0.443
H -3.21660 -3.83799 -0.23009 -0.0011 0.0096 0.0050 0.310
H -4.08602 -2.67368 -1.23361 0.0008 0.0068 0.0018 0.358
H -5.76234 -1.38129 0.98967 0.0016 0.0056 0.0073 0.418
H -4.86429 -0.46015 -0.23128 -0.0013 -0.0073 -0.0073 0.372
H -4.60423 -0.13621 1.48876 0.0067 0.0052 0.0056 0.319
H -4.51760 -3.09391 2.44693 -0.0037 0.0100 0.0083 0.398
H -3.40656 -1.79972 2.93397 0.0109 0.0013 -0.0025 0.358
H -2.76725 -3.29392 2.24646 -0.0109 -0.0064 -0.0072 0.366
C 0.71678 -3.34220 -0.42051 0.0077 -0.2120 -0.0388 -1.044
Si 0.61118 -1.86524 -1.55697 -0.2865 -0.1389 0.0015 0.799
C -0.71886 -2.13394 -2.83800 0.0266 0.0311 -0.1235 -0.868
C 2.26637 -1.63733 -2.41949 0.1232 0.0096 -0.0235 0.489
C 2.38760 -0.82032 -3.54828 -0.0020 -0.0567 -0.0047 -0.299
C 3.61587 -0.60239 -4.15222 0.0187 0.0113 -0.0044 -0.584
C 4.76019 -1.19748 -3.63522 0.0195 0.0155 -0.0346 -0.518
C 4.66523 -2.01891 -2.52228 -0.0409 -0.0207 0.0122 -0.729
C 3.42858 -2.23415 -1.92541 0.0356 -0.0069 -0.0132 -0.301
H 0.87074 -4.24357 -1.02333 0.0245 -0.0342 0.0603 0.391
H -0.21844 -3.44025 0.13100 -0.0060 0.0126 -0.0236 0.133
H 1.52804 -3.27408 0.30559 -0.0046 0.0491 -0.0063 0.285
H -0.49850 -3.02331 -3.43608 -0.0027 0.0192 0.0105 0.364
H -0.79312 -1.27855 -3.51231 0.0021 -0.0064 -0.0055 0.284
H -1.68126 -2.25529 -2.34500 -0.0472 -0.0278 0.0255 0.033
H 1.51187 -0.32503 -3.94915 -0.0160 0.0067 0.0022 0.197
H 3.68328 0.04114 -5.02090 0.0067 0.0021 -0.0041 0.424
H 5.72262 -1.01982 -4.09946 0.0017 -0.0005 -0.0037 0.440
H 5.55280 -2.48736 -2.11514 -0.0021 0.0049 0.0078 0.408
H 3.37813 -2.87056 -1.04922 -0.0093 0.0098 -0.0023 0.259
F 7.25713 2.05249 -1.66166 0.0180 -0.0060 0.0077 -0.334
C 5.92166 2.02752 -1.65655 -0.0381 0.0020 -0.0301 0.786
C 5.23727 1.09641 -0.89962 -0.0505 0.0550 -0.0281 -0.145
F 5.91369 0.21507 -0.15787 0.0183 0.0020 0.0044 -0.384
C 3.85312 1.08581 -0.90432 0.1030 -0.0521 0.1241 0.083
F 3.26754 0.17657 -0.10656 -0.0419 0.0760 0.0421 -0.470
C 3.08950 1.96882 -1.66409 -0.1392 -0.0627 -0.0003 0.845
S 1.33905 1.87692 -1.78676 0.2127 -0.2022 0.3630 -0.525
C 3.81992 2.90518 -2.39314 0.0069 0.0672 -0.1117 -0.022
F 3.17804 3.81745 -3.13891 -0.0253 -0.0262 0.0021 -0.373
C 5.20108 2.94364 -2.40363 -0.0088 -0.0688 0.0522 0.189
F 5.84747 3.86018 -3.13114 0.0055 0.0086 -0.0075 -0.324
```
Forces are in eV/Å.

**HOMO-LUMO gap**: 6.728 eV
**Energy relative to the best compared isomer or geometry (same formula, charge and spin)**: 17.5 kcal per mole
**Strongest force on any atom**: 1.0 eV Å⁻¹

The following is a quantum chemistry calculation of a single C26H33FN4O3 molecule, from OMol25.

The geometry in XYZ format:
```
67
Properties=species:S:1:pos:R:3:forces:R:3:mulliken_charge:R:1
C -1.17088 -3.55613 0.47365 0.2407 0.0648 -0.0114 -1.706
C 0.32293 -3.36652 0.21903 0.1641 -0.3059 -0.0925 1.471
C 0.67103 -3.77052 -1.21499 0.0404 0.0736 0.1522 -1.635
C 1.14679 -4.19276 1.21172 -0.0763 0.1208 -0.1426 -1.705
N 0.61164 -1.94588 0.42990 -0.4144 -0.2011 0.0335 0.619
C 1.79331 -1.35963 0.21374 -0.2568 0.4637 0.3224 -0.759
O 2.78710 -1.90040 -0.22431 0.2699 -0.1680 -0.1194 -0.676
C 1.78251 0.14437 0.63411 0.3435 -0.0635 0.1056 0.272
C 3.17078 0.73455 0.52853 -0.0391 0.0021 0.0035 -0.042
C 4.20929 0.11676 1.21841 0.0277 0.2010 -0.0862 -0.157
C 5.49811 0.60915 1.14467 0.0937 0.0931 0.0063 -1.015
C 5.73659 1.73612 0.37956 -0.1713 0.0579 -0.0558 0.313
F 6.99193 2.22919 0.30804 -0.0928 -0.0579 0.0036 -0.342
C 4.72228 2.37866 -0.30341 0.3574 0.0038 0.0555 -0.964
C 3.43845 1.86817 -0.22548 -0.0975 -0.1957 0.1631 -0.135
N 0.77427 0.87725 -0.10984 0.1849 -0.2100 -0.0410 1.593
C 0.06546 1.89621 0.42148 0.4208 0.3015 0.4534 0.276
O -0.81670 2.47555 -0.18786 -0.2512 0.1122 -0.2451 -0.586
C 0.37611 2.33161 1.85811 -0.0541 0.0793 -0.1904 -0.972
C -0.39353 1.46813 2.88391 0.0147 -0.1578 -0.0802 -1.223
C -1.52751 0.74214 2.17762 0.0856 0.2573 0.6333 0.309
O -1.43467 -0.43120 1.86094 -0.0633 -0.2824 -0.1197 -0.701
N -2.60242 1.51845 1.92163 -0.0726 0.1893 0.2667 0.117
C -3.71724 1.23090 1.13537 -0.3476 -0.2140 -0.2826 0.315
C -3.98898 -0.02210 0.59063 0.0658 -0.1080 0.0108 -0.081
C -5.12002 -0.14828 -0.19550 -0.0371 0.2523 0.0586 -0.560
C -5.93736 0.95382 -0.39872 0.0075 -0.0641 -0.0190 -0.384
C -5.58434 2.14638 0.21194 -0.2107 -0.1147 -0.1765 -0.429
N -4.50546 2.28456 0.95939 0.3746 0.1654 0.2651 -0.610
C 0.53759 0.48566 -1.50171 -0.1835 0.0777 -0.2137 -0.187
C 0.73258 1.62021 -2.52666 0.1530 -0.0108 -0.1070 -0.819
C -0.30349 1.32804 -3.60824 -0.0499 0.1099 0.0857 -0.898
C -1.50990 0.86907 -2.79655 -0.0554 -0.1101 -0.0790 -0.632
C -0.89618 -0.04502 -1.73622 -0.1520 0.0654 -0.0709 0.368
H -1.43665 -4.60572 0.38116 -0.0076 -0.1061 -0.0179 0.503
H -1.43192 -3.21646 1.47316 -0.0747 0.0248 0.1375 0.375
H -1.75153 -2.98614 -0.24817 -0.1058 0.0853 -0.0975 0.290
H 0.09044 -3.18766 -1.92650 -0.0911 0.0548 -0.0906 0.305
H 1.72675 -3.60056 -1.40364 0.0411 -0.0352 -0.0598 0.390
H 0.45071 -4.82373 -1.36622 -0.0647 -0.1428 -0.0227 0.487
H 0.90116 -3.90978 2.23307 -0.0422 0.0125 0.1200 0.353
H 0.94263 -5.25205 1.08320 -0.0281 -0.1603 -0.0055 0.445
H 2.20566 -4.01722 1.04213 0.1021 -0.0210 0.0087 0.355
H -0.12824 -1.41122 0.87134 0.1317 0.1630 0.0282 -0.220
H 1.49874 0.12013 1.69114 -0.0283 0.0483 -0.0948 0.294
H 4.00993 -0.76248 1.81070 0.0080 -0.1198 0.0455 0.474
H 6.31169 0.13281 1.66797 0.1042 -0.0281 0.0496 0.443
H 4.93892 3.25989 -0.88617 0.0571 0.0887 -0.0481 0.476
H 2.64117 2.36750 -0.75247 -0.0878 0.0406 -0.0780 0.430
H 1.44669 2.32060 2.05798 0.0004 0.0002 0.0685 0.290
H 0.02906 3.36437 1.92205 0.0793 -0.0998 -0.1060 0.568
H -0.78526 2.09273 3.68714 0.0315 -0.0097 0.0127 0.460
H 0.25749 0.71342 3.32845 -0.1617 0.0146 -0.0386 0.484
H -2.55680 2.50301 2.15424 0.0719 -0.1433 -0.0220 0.307
H -3.33789 -0.85796 0.77964 0.0426 -0.0008 0.0071 0.412
H -5.36070 -1.10105 -0.64382 -0.0063 -0.0707 -0.0223 0.431
H -6.82400 0.88772 -1.00864 -0.0850 0.0256 -0.0443 0.400
H -6.18740 3.03773 0.10142 -0.1045 0.0182 -0.0640 0.407
H 1.26221 -0.30145 -1.71583 -0.0603 0.0843 -0.0137 0.811
H 0.50204 2.57979 -2.06714 0.0715 0.0036 -0.0088 0.357
H 1.75042 1.64228 -2.91464 0.0590 0.0330 0.0293 0.435
H -0.51598 2.20111 -4.22275 0.0357 0.0019 -0.1041 0.443
H 0.04491 0.52117 -4.25628 0.0081 -0.0263 -0.0895 0.313
H -2.26051 0.35975 -3.39965 -0.0691 0.0104 -0.0230 0.436
H -1.96844 1.72967 -2.31057 -0.0523 0.0031 -0.0156 0.264
H -1.47491 -0.03491 -0.81539 0.0130 -0.1071 0.0550 -1.014
H -0.85039 -1.07181 -2.09983 -0.0066 -0.0688 0.0183 0.358
```
Forces are in eV/Å.

**HOMO-LUMO gap**: 9.534 eV
**SMILES string**: CC(C)(C)NC(=O)[C@@H](c1ccc(F)cc1)N(C(=O)CCC(=O)Nc1ccccn1)C1CCCC1
**Energy relative to the best compared isomer or geometry (same formula, charge and spin)**: 0.0 kcal per mole
**Strongest force on any atom**: 0.7 eV Å⁻¹

Computed E_tot (eV) in order:
-369779.769 -77034.266 -42320.647